Record 1
This record from OMol25 describes C28H20Cl4IrN6O6S2 as an isolated structure. The level of theory is the ωB97M-V functional and the def2-TZVPD basis.

Energy in Ha: -4600.49628
Kohn-Sham gap (alpha / beta) in eV: 8.3 / 5.7
Relative energy (zero: lowest compared OMol25 entry of this formula, charge and spin) in kJ/mol: 90.78

```
! wB97M-V def2-TZVPD RIJCOSX def2/J DEFGRID3
* xyz 0 2
Cl 3.423 4.089 0.403
C -4.632 -3.113 1.662
N -0.246 4.703 4.665
C -0.227 3.476 4.025
C 0.902 3.077 3.299
C -1.099 0.403 -0.276
S -0.349 -2.777 -2.580
C -3.781 -2.276 -0.556
O 2.278 1.511 -0.517
C -1.457 1.088 -2.490
H -1.050 1.195 -3.487
N 0.822 -1.977 -1.792
C 2.577 2.356 -1.461
H 1.747 3.749 3.203
N -0.658 0.568 -1.567
O -0.815 -1.902 -3.615
H 1.815 1.538 2.127
H -2.117 0.685 3.580
C 1.844 -2.514 -1.071
N -0.053 -0.108 0.408
C -1.275 1.362 3.521
C 3.614 -1.639 0.191
H -4.082 1.575 -0.455
C 2.708 2.761 -3.884
H -1.152 5.071 4.902
N 2.525 -1.480 -0.567
H 3.730 -4.993 0.168
H -2.187 2.906 4.692
C -2.744 1.439 -2.129
C 2.261 -3.827 -0.824
N -2.300 0.771 0.142
H 4.076 -0.732 0.556
O 1.211 -1.156 2.198
H -5.167 -4.065 1.653
C -3.600 -3.064 0.571
C -1.642 -2.932 -1.393
H -0.543 -4.333 -0.184
O 0.144 -4.089 -2.886
C -0.145 0.978 2.818
C -2.804 -2.199 -1.541
Cl 3.592 5.072 -4.927
H -3.436 1.853 -2.845
C -1.311 2.603 4.130
Cl 2.431 2.207 -5.481
C 4.074 -2.898 0.479
C -3.096 1.273 -0.794
C -1.452 -3.755 -0.287
C -2.427 -3.811 0.686
H -2.931 -1.578 -2.418
C 3.379 -3.990 -0.042
C 2.397 1.904 -2.811
H -4.154 -3.007 2.637
C 3.440 4.447 -2.291
H 0.395 5.397 4.322
H -2.268 -4.422 1.567
H -4.691 -1.697 -0.660
H 1.730 -4.661 -1.257
H 4.951 -3.032 1.095
O 1.921 0.684 -3.009
C 0.945 1.836 2.700
Cl 4.082 6.010 -1.995
H -5.364 -2.314 1.549
Ir 1.230 -0.027 -1.268
C 3.137 3.621 -1.227
O -1.271 -1.296 2.277
S -0.076 -0.560 1.989
C 3.220 4.019 -3.625
*
```

=====

Record 2
This record from OMol25 describes C28H20CuF12N6O16S4 as an isolated structure. The level of theory is the ωB97M-V functional and the def2-TZVPD basis.

Energy in Ha: -7042.40156
Kohn-Sham gap (alpha / beta) in eV: 8.5 / 6.5
Relative energy (zero: lowest compared OMol25 entry of this formula, charge and spin) in kJ/mol: 339.51

```
! wB97M-V def2-TZVPD RIJCOSX def2/J DEFGRID3
* xyz 0 2
C -5.368 -2.834 1.628
N -3.240 -1.442 1.208
C -4.378 -2.313 0.707
H -7.179 -3.815 1.870
C 2.606 2.890 -1.440
F -0.951 2.768 -3.876
O 3.032 -1.188 -0.548
O 1.983 -3.518 1.578
C 3.954 -0.362 -5.129
O -1.260 -0.852 -2.655
H 1.426 0.089 6.436
C -1.036 3.945 -0.753
C -1.158 1.482 -4.170
N -0.023 -2.123 0.295
C 5.132 -1.088 -5.032
F 0.058 0.996 -4.388
H 4.998 5.022 -2.444
H 2.219 0.281 -4.210
H 0.808 0.287 4.196
S -2.269 2.506 -1.150
F 0.926 -4.963 -2.434
O -2.645 -0.760 0.363
H -0.260 0.837 8.182
S -0.262 -3.523 -0.399
C 2.715 3.150 -0.049
C 5.462 -1.698 -3.831
C 4.661 -1.630 -2.706
O -1.568 -3.378 -1.012
C 4.357 4.479 -1.765
H 5.743 -1.257 -5.907
F -0.555 3.878 0.506
O 1.449 -0.359 -1.673
S -1.965 0.458 -2.636
N 2.606 -0.779 -1.587
Cu -0.341 -0.105 -0.044
C -4.536 -2.624 -0.646
H 5.222 5.350 -0.005
C -1.593 1.806 6.827
H 6.352 -2.305 -3.746
N -1.316 1.219 -1.264
F -2.034 1.375 -5.212
H -5.360 -2.581 2.678
H -2.871 2.484 5.294
C -1.917 2.017 5.489
N 1.847 2.451 0.903
H -2.235 2.151 7.624
F 0.629 -2.883 -2.865
C 3.158 -0.217 -4.014
C 3.714 4.030 0.467
O -0.734 0.815 2.262
F 0.558 -3.570 4.083
C -0.443 1.111 7.154
H 1.917 2.161 -1.838
C -6.530 -3.859 -0.189
O -3.404 0.399 -2.842
H -5.786 -3.487 -2.171
S 0.976 -2.517 1.635
O -3.051 2.240 0.031
C 0.140 0.741 4.912
C -1.042 1.443 4.519
C 3.483 3.618 -2.288
C -6.381 -3.647 1.161
O 1.859 2.829 2.080
N -1.351 1.572 3.095
F -1.154 -3.861 2.708
C 4.505 4.652 -0.410
F 2.301 -3.595 -1.434
C -5.625 -3.347 -1.113
O -2.965 -1.253 2.398
H -3.796 -2.222 -1.322
H 3.340 3.534 -3.356
H 3.788 4.201 1.531
F -0.780 -2.011 3.662
O -0.131 -4.730 0.392
C 0.468 0.535 6.212
O 1.377 -1.162 2.012
O 1.115 1.546 0.466
O -2.223 2.248 2.675
F -0.005 3.947 -1.522
H -7.384 -4.353 -0.630
H 3.559 0.161 -5.987
O -3.050 2.991 -2.284
F -1.662 5.190 -0.904
H 5.012 -1.992 -1.751
C 1.058 -3.748 -1.896
C 3.477 -0.884 -2.781
C -0.173 -3.052 3.070
*
```

=====

Record 3
This record from OMol25 describes C28H21AuN5OPS3 as an isolated structure. The level of theory is the ωB97M-V functional and the def2-TZVPD basis.

Energy in Ha: -3100.14891
Kohn-Sham gap in eV: 5.4

```
! wB97M-V def2-TZVPD RIJCOSX def2/J DEFGRID3
* xyz 0 1
C -4.148 0.264 1.260
H -1.146 -2.747 1.729
H -0.037 -4.418 3.154
C -0.399 -1.888 -1.997
H 1.256 5.256 1.914
S 1.404 1.059 1.521
C -2.813 -0.480 -0.592
H -3.571 3.310 1.476
C 5.448 1.264 1.305
O 2.241 1.317 -3.613
H -4.888 0.007 -0.738
H 2.588 -1.981 -0.252
C 1.889 -4.151 2.247
C 4.064 1.205 0.953
C -1.812 4.544 1.565
C -1.815 -0.209 1.588
H 2.376 -4.877 2.884
P -0.097 -1.005 -0.439
H -5.102 0.585 1.657
H -0.955 -0.259 2.243
C -3.038 0.200 2.091
H -2.727 -0.708 -1.645
C 0.847 -0.365 -3.649
C -1.063 -3.484 -4.197
N 1.597 0.331 -2.896
C 0.643 -2.262 0.635
S -0.536 2.128 -1.923
C 0.404 5.760 1.454
C -0.319 -2.333 -4.362
C -1.704 -0.571 0.244
H -2.139 5.145 2.401
H -1.481 -3.348 -0.856
C 3.120 0.933 1.883
N -0.194 4.004 -0.081
C -1.146 -3.058 -1.844
N 6.566 1.296 1.572
C -2.599 3.534 1.043
N 3.659 0.337 4.329
H -0.044 6.429 2.187
N -2.231 2.783 0.014
H -1.319 -4.090 -5.055
C 2.004 -2.527 0.482
S 3.705 1.455 -0.735
C 0.536 -3.892 2.401
H -3.120 0.476 3.134
C 0.039 -1.526 -3.277
Au 1.428 0.730 -0.740
H 0.785 6.339 0.614
H 0.836 -0.085 -4.699
C -4.032 -0.069 -0.080
H 2.536 1.969 -2.960
C -0.091 -2.949 1.598
C -1.036 3.065 -0.532
H -2.062 -4.750 -2.776
H 0.006 -2.042 -5.353
C 2.622 -3.471 1.283
C -0.575 4.738 0.961
C -1.478 -3.852 -2.926
C 3.439 0.600 3.231
H 3.681 -3.663 1.167
*
```

=====

Record 4
This record from OMol25 describes C28H21N2O8S2W as an isolated structure. The level of theory is the ωB97M-V functional and the def2-TZVPD basis.

Energy in Ha: -2654.37752
Kohn-Sham gap in eV: 5.9
Relative energy (zero: lowest compared OMol25 entry of this formula, charge and spin) in kJ/mol: 61.06

```
! wB97M-V def2-TZVPD RIJCOSX def2/J DEFGRID3
* xyz 1 1
H 4.269 3.997 -3.301
O 2.453 -1.017 -1.367
C 3.222 3.749 -3.194
C -3.786 0.625 0.060
H 0.205 4.301 -4.668
H 0.493 0.147 -5.673
O -1.558 0.631 0.792
H -1.014 -2.055 -7.524
C -0.803 -2.814 -4.668
S 1.743 -2.231 -1.647
C -4.965 1.138 0.575
O 0.095 0.756 -1.248
O -0.824 2.905 -2.861
C -6.116 0.368 0.541
C 2.684 -2.940 3.970
C -4.909 -1.407 -0.556
C 0.341 -0.738 -5.069
H -1.120 2.628 -1.983
C -3.748 -0.650 -0.498
O 2.394 -3.480 -1.515
C 0.946 3.914 -3.981
C 0.382 -3.009 3.218
H 3.873 -1.336 3.201
C -6.086 -0.901 -0.022
H 3.484 -3.358 4.563
H -7.037 0.760 0.952
C -0.058 -3.018 -3.524
C 0.619 -1.902 2.434
N 1.303 0.423 0.809
C 1.444 2.612 -2.017
C 2.900 -1.815 3.207
H -2.462 -1.799 -6.558
S -2.289 -1.346 -1.258
N 1.739 1.542 0.118
H -4.886 -2.388 -1.016
H -1.541 -3.550 -4.966
H 2.605 4.842 -4.940
C 0.889 -2.061 -3.166
C 1.098 -0.917 -3.923
O -0.386 -1.393 1.677
C 1.093 1.656 -0.976
H -0.199 -3.901 -2.912
H 1.839 -0.189 -3.620
C 1.873 -1.279 2.421
H -4.974 2.136 0.996
O -2.267 2.447 -0.320
H 3.504 2.549 -1.441
C -2.518 1.376 0.134
H 3.091 0.401 1.767
C -0.619 -1.672 -5.452
C -1.433 -1.470 -6.702
H -0.604 -3.451 3.219
H -6.985 -1.502 -0.049
C 2.284 4.220 -4.115
W -0.382 -0.604 -0.029
C 2.134 -0.097 1.651
O 0.472 -2.201 -0.600
H 1.241 -4.407 4.584
C 1.421 -3.530 3.976
C 2.800 2.953 -2.157
H -1.442 -0.424 -7.005
C 0.505 3.118 -2.927
*
```